Entry 1:
A molecular structure, C45H95Be2ClN5O9 in a non-equilibrium geometry. Source: the OMol25 dataset; level of theory: wB97M-V/def2-TZVPD.

Cartesian coordinates (Å):
Be -0.26966 0.42992 5.11241
Be -4.92542 1.96857 1.08211
Cl -1.42289 0.09033 1.74138
O -2.77651 0.12059 1.35321
O -1.06072 -0.80166 2.80286
O -0.67246 -0.10666 0.56187
O -1.29229 1.44025 2.29183
C -7.25033 2.69670 -1.60622
C -5.88508 3.24884 -2.21290
C -5.93506 4.77168 -2.08505
C -4.63379 5.46939 -2.41767
C -3.51229 4.89189 -1.59792
C -3.28101 3.36387 -1.76782
N -4.63161 2.78913 -1.51600
O -4.49185 1.43497 -1.47819
C -2.70853 3.08881 -3.18218
C -2.30537 2.93514 -0.70866
C -5.86982 2.99802 -3.68297
H -7.31846 1.61625 -1.73309
H -8.10092 3.33676 -1.84060
H -7.12465 2.95360 -0.55441
H -6.71368 5.19558 -2.71920
H -6.12400 4.94433 -1.02552
H -4.49064 6.54251 -2.29111
H -4.32036 5.23704 -3.43545
H -3.79936 5.27869 -0.62013
H -2.61056 5.41094 -1.92286
H -2.23091 2.11698 -3.30679
H -3.35296 3.20452 -4.05363
H -1.91849 3.82960 -3.30530
H -1.53122 3.68608 -0.55095
H -2.79920 2.85551 0.25979
H -1.90327 1.95695 -0.97237
H -5.31568 2.10574 -3.97427
H -5.57725 3.83173 -4.32127
H -6.86471 2.66443 -3.97797
H -4.17072 1.26194 -2.36619
C -5.51730 -2.12018 -5.52302
C -5.62229 -1.73411 -4.10811
C -6.06362 -2.91127 -3.19152
C -5.06230 -4.11447 -2.96486
C -3.93720 -3.46923 -2.20009
C -3.36640 -2.18114 -3.00972
N -4.38663 -1.26107 -3.55305
O -3.96863 -0.06510 -4.02925
C -2.47458 -1.40094 -2.08009
C -2.49886 -2.73023 -4.09622
C -6.74555 -0.53250 -3.98439
H -6.45309 -2.26801 -6.06204
H -4.77927 -2.91331 -5.64293
H -5.12543 -1.28992 -6.11055
H -6.35616 -2.47160 -2.23799
H -6.89177 -3.53468 -3.52861
H -4.61771 -4.71266 -3.76022
H -5.50369 -4.93055 -2.39276
H -3.09793 -4.16470 -2.20764
H -4.07541 -3.30038 -1.13215
H -1.94306 -0.57290 -2.54906
H -3.09975 -0.83665 -1.38811
H -1.77523 -1.98465 -1.48152
H -1.66785 -3.25382 -3.62360
H -3.04117 -3.51374 -4.62549
H -2.02332 -2.07285 -4.82410
H -7.75632 -0.93425 -4.05539
H -6.73285 0.21297 -4.77950
H -6.72372 -0.04713 -3.00867
H -3.70656 -0.42159 -4.88121
C 4.33756 -5.76117 4.62673
C 4.53121 -4.76142 3.52068
C 5.10728 -5.31992 2.10367
C 4.07761 -6.00712 1.24240
C 2.84888 -5.10431 1.16676
C 2.20365 -4.67173 2.45881
N 3.19902 -4.06299 3.40855
O 2.59966 -3.60517 4.57845
C 1.36882 -3.48522 2.01498
C 1.36916 -5.87929 3.04086
C 5.50347 -3.68073 4.06719
H 5.13361 -6.12035 5.27895
H 3.96620 -6.71423 4.25007
H 3.62673 -5.52556 5.41877
H 5.60392 -4.48604 1.60758
H 5.85182 -6.06738 2.37764
H 3.78651 -6.95355 1.69807
H 4.37270 -6.18090 0.20760
H 2.10130 -5.56464 0.52075
H 3.16292 -4.25235 0.56373
H 1.99519 -2.71846 1.55907
H 0.66437 -3.81195 1.25007
H 0.76544 -2.98883 2.77501
H 0.36848 -5.86383 2.60901
H 1.80216 -6.86771 2.88710
H 1.18891 -5.67727 4.09669
H 5.38886 -3.59056 5.14739
H 5.18488 -2.75799 3.58227
H 6.58336 -3.82249 4.02420
H 2.14322 -4.34958 4.97734
C 2.11411 1.06564 2.60112
C 3.18059 0.83690 3.59636
C 3.81318 2.22651 3.82511
C 4.61818 2.28412 5.12524
C 3.74304 1.86644 6.36321
C 3.36910 0.29827 6.18395
N 2.54416 0.34647 4.91579
O 1.95357 -0.89686 4.81462
C 4.63415 -0.59390 6.09069
C 2.55813 -0.08819 7.50651
C 4.22485 -0.15940 2.92491
H 1.54794 0.15065 2.42696
H 2.45842 1.43620 1.63559
H 1.51683 1.90423 2.95908
H 4.63949 2.26346 3.11522
H 3.13096 3.04930 3.61137
H 4.88853 3.30022 5.41255
H 5.60763 1.82800 5.09286
H 2.90154 2.52950 6.56403
H 4.29014 2.09458 7.27794
H 4.36322 -1.50456 5.55647
H 5.55492 -0.21965 5.64322
H 4.95164 -0.97627 7.06080
H 3.21276 -0.37175 8.33062
H 1.88755 0.71126 7.82163
H 2.01790 -1.02539 7.37269
H 5.19963 -0.09641 3.40858
H 4.40027 -0.24381 1.85243
H 3.80262 -1.14224 3.13430
H 2.62969 -1.57703 4.77186
C 1.50399 5.16211 -1.48346
C 2.16702 3.99354 -2.32626
C 3.67173 4.40208 -2.53249
C 4.49666 3.31349 -3.30340
C 4.14327 1.98890 -2.67277
C 2.70386 1.38905 -2.45314
N 2.01576 2.54863 -1.78640
O 0.76091 2.34740 -1.41519
C 1.96768 1.10077 -3.81967
C 2.75499 0.18538 -1.60147
C 1.56046 4.12285 -3.71039
H 1.54278 4.96883 -0.41143
H 0.46779 5.30393 -1.79050
H 1.91139 6.12825 -1.78128
H 3.81058 5.36056 -3.03262
H 4.16139 4.49367 -1.56299
H 5.57796 3.37226 -3.17910
H 4.34260 3.13823 -4.36813
H 4.62605 1.97948 -1.69557
H 4.61004 1.23108 -3.30201
H 0.87959 1.15550 -3.78542
H 2.45951 1.82186 -4.47254
H 2.24644 0.09133 -4.12204
H 1.79700 -0.25452 -1.32426
H 3.37990 -0.65672 -1.89886
H 2.95772 0.49185 -0.57527
H 1.35285 5.18094 -3.86993
H 0.67952 3.48128 -3.73086
H 2.24096 3.91393 -4.53584
H 0.82349 2.27185 -0.46022

Forces on atoms 1 to 6 (eV/Å):
Be 1.058 -0.420 -0.901
Be 0.583 0.050 -1.264
Cl -0.398 3.971 0.928
O -3.218 -1.958 -0.435
O 0.042 -1.140 0.384
O 1.707 -0.523 -0.617

Values from the calculation:
* orbital gap (spin up / spin down): 3.577 / 4.489 eV
* charge: +2
* spin multiplicity: 2
* E_tot: -87369.83767 eV

Entry 2:
A molecular structure, C43H58IN4OSSbSi3V. Source: the OMol25 dataset; level of theory: wB97M-V/def2-TZVPD.

Cartesian coordinates (Å):
V 1.51831 -0.16641 -0.18806
C -0.24314 -3.79229 -0.49644
Sb -0.63411 -1.76332 0.02879
C 1.67910 -1.39161 -1.67422
C 3.91514 -1.12056 -0.87570
C 4.60097 -1.54163 -2.14406
C 6.07819 -1.44535 -1.93646
C 6.55735 -0.59085 -0.99959
C 5.68216 0.07147 -0.10656
N 4.38559 -0.31150 0.02183
Si -0.59510 -0.80729 -3.51723
C -1.66443 0.66468 -3.20952
C -0.32988 -3.67621 -4.25332
C 1.84911 -0.30451 -5.18301
C -0.55608 -1.78387 2.26522
C 0.12467 -0.50881 2.59857
C -0.15728 0.24651 3.74159
C 0.57157 1.37424 4.04004
C 1.61388 1.76474 3.20521
C 1.85433 0.99287 2.09514
N 1.12731 -0.09512 1.78773
Si 0.52121 -3.07444 3.20177
C 0.44829 -2.80826 5.05945
C -0.06228 -4.83275 2.92197
C 2.33446 -2.80895 2.79260
Si -2.42305 -1.94137 2.72882
C -3.36940 -0.38381 2.31337
C -3.12435 -3.36567 1.72172
C -2.79335 -2.33138 4.52507
H 0.15787 -3.78716 -1.50301
H -1.18062 -4.34150 -0.47536
H 0.47454 -4.25297 0.17181
H 4.33298 -0.79463 -2.91661
H 6.74088 -1.98484 -2.59874
H 7.61993 -0.42140 -0.89921
H 6.04652 0.80229 0.59843
H -2.66261 0.35036 -2.90591
H -1.74593 1.27542 -4.10918
H -1.23030 1.26968 -2.41062
H -0.19784 -4.41204 -3.45316
H 0.91872 -2.69722 -5.71931
H -1.03833 -4.15711 -4.93507
H 2.80430 -0.78910 -5.37784
H 2.01810 0.77177 -5.07082
H 1.19554 -0.42332 -6.04839
H -0.95780 -0.06845 4.39276
H 0.33489 1.94818 4.92668
H 2.22074 2.63275 3.41056
H 2.67195 1.23792 1.41535
H -0.47911 -3.12130 5.52674
H 0.64870 -1.77614 5.34243
H 1.25033 -3.40994 5.49115
H -1.02686 -4.98726 3.40515
H 0.64645 -5.50185 3.41153
H -0.15624 -5.14983 1.88788
H 2.54198 -2.34320 1.83349
H 2.87238 -3.75646 2.84420
H 2.75910 -2.15896 3.55998
H -3.19458 -0.02667 1.30109
H -3.12931 0.43466 2.99205
H -4.43528 -0.59624 2.41668
H -3.34122 -3.08589 0.69067
H -4.06811 -3.68050 2.16864
H -2.46707 -4.23227 1.70862
H -2.31328 -1.67596 5.24883
H -2.54042 -3.35882 4.78401
H -3.87199 -2.22410 4.65082
I 2.07937 1.86625 -1.76805
C 1.21767 -0.78126 -3.91972
C -1.06888 -2.44753 -3.72771
C 0.97959 -3.57020 -5.06695
C 2.31946 -3.61155 -4.35065
C 2.77114 -2.72276 -3.46097
C 4.04129 -2.90727 -2.63910
C 3.67566 -3.79132 -1.46376
C 2.92363 -3.27481 -0.49746
C 2.60216 -1.81174 -0.64751
C 1.83350 -1.65160 -3.05047
H -2.13280 -2.65059 -3.60191
H 0.97473 -4.41899 -5.75503
H 2.95389 -4.46057 -4.58477
H 4.79788 -3.38924 -3.26182
H 3.99123 -4.82554 -1.45577
H 2.61489 -3.84212 0.36618
C -4.73847 3.45818 -0.40541
C -4.62435 4.02807 1.00036
C -3.35696 3.57223 1.70940
N -2.17510 4.15471 1.08915
C -1.18247 3.48047 0.52765
S -1.10103 1.79670 0.52002
N -0.15269 4.18239 -0.04999
C 0.09326 5.55298 -0.21145
O 1.23392 5.93640 -0.26245
C -1.06853 6.47265 -0.38921
C -2.08476 6.15954 -1.28893
C -3.13294 7.04572 -1.47720
C -3.17384 8.23116 -0.75516
C -2.15906 8.54429 0.13807
C -1.09534 7.67266 0.31340
H -5.63558 3.81602 -0.90667
H -4.77749 2.36877 -0.37918
H -3.88087 3.73971 -1.01688
H -5.47827 3.71524 1.60512
H -4.65664 5.12179 0.97335
H -3.25086 2.48788 1.65619
H -3.36598 3.86049 2.76366
H -2.17163 5.16307 1.00561
H 0.66529 3.60687 -0.24782
H -2.04656 5.22885 -1.84017
H -3.91522 6.81333 -2.18591
H -3.99588 8.91860 -0.89710
H -2.19100 9.47222 0.69059
H -0.28352 7.91336 0.98541

Forces on atoms 1 to 6 (eV/Å):
V 0.163 0.467 -0.376
C 0.063 0.004 0.073
Sb -0.217 -0.014 0.151
C -0.025 -0.198 -0.343
C -0.143 -0.014 0.006
C 0.075 0.085 -0.010

Values from the calculation:
* energy above the lowest of the compared OMol25 structures with the same formula, charge and spin: 6.793 eV
* orbital gap (spin up / spin down): 5.814 / 6.018 eV
* charge: +1
* spin multiplicity: 3
* E_tot: -128326.27481 eV

Entry 3:
7 unconnected molecules or ions with the total composition C24H67N5O7 in a non-equilibrium geometry. Source: the OMol25 dataset; level of theory: wB97M-V/def2-TZVPD.

Cartesian coordinates (Å):
C -2.29114 4.26341 -4.76614
C -3.21939 5.39902 -4.27652
O -3.49069 5.40205 -2.89918
H -1.32016 4.23148 -4.27191
H -2.20322 4.34000 -5.84988
H -2.88377 3.35978 -4.62353
H -4.08819 5.64840 -4.88570
H -2.68149 6.34689 -4.25894
H -4.27362 5.92023 -2.69890
C -5.72956 0.11626 5.75154
C -4.40831 -0.40628 6.25012
O -3.26788 -0.12121 5.49213
H -6.60724 -0.33954 6.20983
H -5.82148 0.09646 4.66560
H -5.79454 1.18345 5.96363
H -4.38895 -1.49611 6.24648
H -4.26945 -0.04545 7.26924
H -3.10133 0.79164 5.73823
C -2.72899 -2.53122 -1.61927
C -2.43254 -1.68055 -0.31272
C -1.73413 -0.37165 -0.51003
O -0.27097 -0.66630 -0.48909
C 0.46891 0.36381 -1.00820
N -3.78094 -1.45347 0.16984
H -1.78477 -2.81442 -2.08442
H -3.08653 -1.97511 -2.48588
H -3.46019 -3.29960 -1.36820
H -1.96929 -2.25559 0.48905
H -2.04427 0.27753 0.30880
H -2.16945 0.19438 -1.33356
H 0.06532 1.35363 -0.79498
H 0.50211 0.21798 -2.08790
H 1.48688 0.36736 -0.61855
H -3.59004 -1.01142 1.05767
H -4.20831 -2.30206 0.51241
C 1.86600 -4.62476 5.90973
C 2.66462 -5.79804 6.26500
C 3.81670 -5.44423 7.25326
O 4.75398 -6.57929 7.37030
C 5.67299 -6.41788 8.44782
N 1.80129 -6.85126 6.83328
H 2.31018 -3.63912 6.04868
H 0.95742 -4.53553 6.50524
H 1.55408 -4.73854 4.87153
H 3.18753 -6.18775 5.39161
H 3.49340 -5.33272 8.28822
H 4.31283 -4.54375 6.89120
H 6.10137 -5.41571 8.43189
H 6.54400 -7.05515 8.29508
H 5.27215 -6.77364 9.39695
H 2.43875 -7.61751 6.99645
H 1.10054 -7.24272 6.22024
C -7.54848 0.20369 -5.78837
C -7.34021 1.67859 -5.46421
C -8.51440 2.61849 -5.90015
O -9.12522 2.25616 -7.19024
C -8.30029 2.61142 -8.24730
N -6.90986 1.86580 -4.07880
H -6.82005 -0.46750 -5.33340
H -7.72982 -0.13843 -6.80728
H -8.49294 -0.05034 -5.30715
H -6.45858 2.02136 -6.00581
H -8.12954 3.63556 -5.97476
H -9.30061 2.63349 -5.14533
H -8.77613 2.53596 -9.22505
H -7.40189 2.01690 -8.08142
H -8.02082 3.66416 -8.20553
H -6.35947 2.68027 -3.84687
H -6.59017 1.03525 -3.60122
C 5.18856 -3.20753 1.48380
C 5.76458 -3.95390 0.32158
C 7.03204 -4.80694 0.62359
O 7.61851 -5.18969 -0.58245
C 8.53986 -6.23448 -0.62411
N 4.75877 -4.86461 -0.15272
H 4.87715 -3.85626 2.30250
H 4.31222 -2.60408 1.24720
H 5.90321 -2.49873 1.90210
H 5.92402 -3.33582 -0.56197
H 6.58532 -5.66989 1.11741
H 7.80953 -4.36542 1.24702
H 8.36987 -7.05331 0.07497
H 9.52502 -5.88312 -0.31737
H 8.53564 -6.63349 -1.63845
H 5.06902 -5.16662 -1.06521
H 3.83301 -4.46130 -0.13217
C 3.33441 8.97024 -2.70454
C 4.10823 7.74224 -2.29964
C 3.79900 7.22069 -0.79958
O 4.38169 5.91360 -0.62615
C 4.10144 5.30402 0.63821
N 3.91305 6.66702 -3.23618
H 3.46784 9.78656 -1.99467
H 2.26734 8.74815 -2.71579
H 3.78400 9.43283 -3.58316
H 5.14793 8.04076 -2.43379
H 2.76163 7.18636 -0.46676
H 4.07591 7.96460 -0.05257
H 4.32690 6.04674 1.40349
H 4.56317 4.33227 0.81316
H 3.01611 5.21188 0.67885
H 4.67985 6.02659 -3.08798
H 3.17326 6.08319 -2.87294

Forces on atoms 1 to 6 (eV/Å):
C -2.026 0.319 0.159
C 1.817 2.361 -0.190
O -0.808 -1.754 1.522
H -0.253 0.026 -0.002
H 0.342 0.246 0.038
H 0.471 -0.451 0.268

Values from the calculation:
* energy above the lowest of the compared OMol25 structures with the same formula, charge and spin: 5.155 eV
* orbital gap: 9.118 eV
* E_tot: -47750.17547 eV
* structure (SMILES): COC[C@H](C)N.COC[C@H](C)N.COC[C@H](C)N.COC[C@H](C)N.COC[C@H](C)N.CCO.CCO